# 1
21
Properties=species:S:1:pos:R:3:nbo_charge:R:1 method="wB97M-V/def2-TZVPD" e_tot_ev=-20314.647 molar_mass_g_mol=130.2 smiles=CCCS.O.O.O lumo_energy_ev=0.180 de_lowest_kj_mol=153.3 homo_lumo_gap_ha=0.3324
C -0.22 1.23 1.76 -0.608
C 0.34 0.28 0.66 -0.424
C 1.67 0.81 -0.02 -0.496
S 3.12 -0.25 -0.59 -0.091
H -0.72 0.67 2.54 0.210
H 0.55 1.67 2.32 0.199
H -0.96 1.94 1.36 0.212
H -0.51 0.09 0.00 0.226
H 0.60 -0.69 1.03 0.201
H 1.49 1.36 -0.96 0.233
H 2.11 1.43 0.81 0.215
H 2.41 -1.30 -1.22 0.110
H -0.17 -2.89 -0.81 0.469
H 0.92 -2.77 0.36 0.482
O -0.04 -2.93 0.21 -0.949
H -2.22 -1.50 -1.20 0.466
H -2.41 -1.80 0.34 0.494
O -2.33 -1.05 -0.32 -0.951
H -1.36 1.15 -1.73 0.488
H -1.42 2.63 -2.44 0.484
O -0.86 1.92 -2.09 -0.969


# 2
14
Properties=species:S:1:pos:R:3:lowdin_spin:R:1 method="wB97M-V/def2-TZVPD" e_tot_ev=-15618.700 molar_mass_g_mol=110.1 spin_multiplicity=3 lumo_energy_ev="0.893 / -1.411" de_lowest_kj_mol=27.7 homo_lumo_gap_ha="0.2501 / 0.3029"
C 2.44 -1.01 0.20 0.348
C 1.40 -0.15 -0.18 0.154
C -1.63 1.83 0.16 0.307
C -0.44 1.31 -0.17 0.018
C -0.06 -0.08 -0.20 0.346
C -0.74 -1.42 -0.17 0.050
P 3.04 0.53 -0.07 0.692
H 2.51 -2.00 0.29 0.018
H -1.65 2.91 0.41 0.017
H -2.53 1.22 0.16 0.017
H 0.41 2.12 -0.21 -0.001
H -0.46 -2.19 -0.89 0.012
H -1.82 -1.25 -0.20 0.000
H -0.44 -1.81 0.88 0.022